No. 1
Entry from the OMol25 dataset: a single C4H8N2O2 molecule in a non-equilibrium geometry (ωB97M-V/def2-TZVPD).

```
16
Properties=species:S:1:pos:R:3
O 2.278 -1.069 1.507
O -1.135 -1.715 -0.174
N 0.921 -0.627 1.602
N -1.592 0.680 -0.915
C -0.806 -0.587 -0.079
C 1.373 0.292 -0.879
C 0.343 0.223 0.238
C -2.824 0.831 -0.788
H 0.447 -1.513 1.790
H 1.508 -0.686 -1.337
H 2.799 -0.406 1.980
H -3.424 0.224 -0.097
H 0.115 1.185 0.695
H 1.035 0.992 -1.640
H -3.350 1.528 -1.444
H 2.312 0.649 -0.460
```

The molar mass is 116.1 Da. The calculation puts the calculated total energy at -11348.6267 eV. Its total charge is 0. As for the HOMO-LUMO gap: 9.66 eV. As for the energy relative to the best compared isomer or geometry (same formula, charge and spin): 529.3 kJ/mol.

Atom charges from the natural (NBO) analysis, given in e for atoms 1 to 5: O -0.592; O -0.489; N -0.375; N -0.513; C 0.723

=====

No. 2
Entry from the OMol25 dataset: a single C4H8N2O2 molecule in a non-equilibrium geometry (ωB97M-V/def2-TZVPD).

```
16
Properties=species:S:1:pos:R:3
O -0.891 -1.170 -0.588
O -2.522 1.053 -1.018
N 1.560 -0.506 -0.069
N -0.313 0.931 0.208
C -0.108 1.723 -1.044
C -0.008 -0.884 1.747
C 0.262 -0.331 0.371
C -1.349 0.966 -0.827
H -0.677 -1.287 -1.522
H 0.637 1.399 -1.763
H -1.063 -0.768 1.977
H 0.259 -1.938 1.788
H 0.596 -0.329 2.465
H 1.762 -0.268 -1.029
H -0.138 2.792 -0.868
H 1.995 -1.383 0.173
```

The molar mass is 116.1 Da. The calculation puts the calculated total energy at -11349.9539 eV. Its total charge is 0. As for the HOMO-LUMO gap: 9.71 eV. As for the energy relative to the best compared isomer or geometry (same formula, charge and spin): 401.3 kJ/mol.

Atom charges from the natural (NBO) analysis, given in e for atoms 1 to 5: O -0.857; O -0.498; N -0.823; N -0.506; C -0.373